Formula: C42H79BN5O17S
Source: the Open Molecules 2025 dataset
Level of theory: the ωB97M-V functional and the def2-TZVPD basis

## Properties
LUMO level	-4.124	eV
orbital gap	6.84	eV
net charge	+1

Last column: Löwdin charge in e.
CARTESIAN COORDINATES (ANGSTROEM)
1 C 1.43425 -1.61058 6.77093  0.097
2 C 2.04560 -0.43522 6.72158  -0.063
3 C 2.44437 1.13861 6.88572  -0.110
4 N 2.37277 1.87170 5.55620  -0.019
5 C 3.67802 2.18725 4.89876  -0.096
6 C 4.68175 3.08920 5.77582  -0.168
7 N 5.95225 2.65877 5.87503  0.079
8 C 1.15217 2.19665 5.05145  -0.116
9 N -0.00511 1.83514 5.89234  0.051
10 C -1.06627 2.88220 5.94807  -0.129
11 C -1.45179 3.50991 4.48000  -0.238
12 S -2.56312 2.29512 3.67514  0.767
13 C -2.77903 2.39542 1.84563  -0.151
14 O -2.26247 0.81619 4.00449  -0.386
15 O -3.96659 2.52857 4.27482  -0.396
16 C -0.08868 3.93191 3.77103  -0.405
17 N 0.43343 5.14209 4.53490  0.081
18 C -0.24463 4.51110 2.25352  -0.004
19 C -0.44632 4.97511 1.02805  0.154
20 N 1.02040 2.92254 3.77795  0.110
21 B 1.04819 2.03139 2.55486  -0.470
22 O 0.19488 0.89671 2.27529  0.089
23 C 2.21947 2.35024 1.42687  -0.156
24 C 1.71370 1.99785 -0.09274  -0.118
25 H 0.68653 -2.48388 6.60120  0.088
26 H 1.81740 1.66363 7.70912  0.150
27 H 3.53394 1.11773 7.30536  0.139
28 H 3.59818 2.67338 3.86053  0.128
29 H 4.21697 1.16407 4.73353  0.156
30 H 4.41842 4.04842 6.35150  0.127
31 H 6.50068 3.29668 6.47896  0.057
32 H -0.36222 0.88178 5.71943  0.136
33 H -1.98617 2.41059 6.47545  0.160
34 H -0.69962 3.74880 6.61631  0.137
35 H -2.07078 4.47085 4.71921  0.174
36 H -3.86060 2.02087 1.61079  0.102
37 H -2.72776 3.46724 1.41634  0.078
38 H -2.07932 1.65789 1.27541  0.076
39 H 1.16179 5.62878 3.98963  0.100
40 H 0.74200 4.88123 5.48257  0.073
41 H -0.93322 5.12960 -0.01669  0.105
42 H 0.34299 0.26035 3.03390  0.127
43 H 3.21304 1.81061 1.66855  0.106
44 H 2.41077 3.50209 1.42292  0.106
45 H 0.81499 2.66518 -0.39740  0.058
46 H 1.46535 0.86414 -0.20354  0.096
47 H 2.58325 2.30687 -0.80826  0.089
48 O -6.51389 3.19913 -1.99334  0.073
49 C -7.20157 2.84259 -1.05660  -0.503
50 O -7.37492 3.65640 0.00231  0.003
51 C -8.29205 3.40516 1.07961  -0.225
52 C -7.67558 2.48463 2.11356  -0.062
53 C -7.79227 1.46225 -1.02196  0.014
54 H -9.24854 3.03520 0.70089  0.117
55 H -8.49717 4.37513 1.54020  0.125
56 H -7.43423 1.50618 1.69274  0.068
57 H -8.35753 2.33896 2.95559  0.086
58 H -6.73731 2.90616 2.48909  0.079
59 H -7.02681 0.75398 -0.69788  0.097
60 H -8.12279 1.20188 -2.03071  0.097
61 H -8.66673 1.37019 -0.38141  0.071
62 O -1.52776 2.39010 -0.73994  0.020
63 C -1.66581 1.89746 -1.84793  -0.490
64 O -0.61192 1.78219 -2.67034  0.004
65 C -0.63075 1.07143 -3.92425  -0.241
66 C -1.17690 1.94664 -5.03370  -0.047
67 C -3.02521 1.49777 -2.34122  0.028
68 H -1.16640 0.12720 -3.82940  0.097
69 H 0.40708 0.81598 -4.14797  0.121
70 H -2.21014 2.24539 -4.84358  0.070
71 H -1.14053 1.42139 -5.99122  0.084
72 H -0.59249 2.86915 -5.11509  0.087
73 H -3.55164 2.38660 -2.69644  0.103
74 H -3.57993 1.05668 -1.50864  0.089
75 H -3.00848 0.74656 -3.12774  0.079
76 O 4.48687 -6.51597 6.98711  0.097
77 C 4.91568 -5.39642 6.79745  -0.502
78 O 4.28906 -4.56960 5.93530  -0.006
79 C 4.61051 -3.18115 5.76079  -0.249
80 C 5.77239 -3.00997 4.80320  -0.062
81 C 6.19345 -4.94562 7.44497  0.013
82 H 4.78183 -2.69469 6.72490  0.110
83 H 3.72115 -2.71156 5.33239  0.096
84 H 6.68175 -3.48188 5.18070  0.071
85 H 5.97932 -1.94960 4.63324  0.078
86 H 5.54756 -3.48353 3.84208  0.090
87 H 7.03959 -5.33921 6.87785  0.103
88 H 6.22400 -5.34205 8.46298  0.098
89 H 6.28775 -3.86546 7.53549  0.068
90 O -0.35969 -1.04689 -5.22616  0.049
91 C 0.55518 -1.84222 -5.33203  -0.488
92 O 1.39506 -1.76909 -6.37973  0.014
93 C 2.59695 -2.54722 -6.51522  -0.219
94 C 2.29232 -3.91934 -7.08148  -0.061
95 C 0.70837 -2.96791 -4.34991  0.018
96 H 3.14341 -2.59186 -5.56947  0.121
97 H 3.23725 -2.00489 -7.21579  0.094
98 H 1.63683 -4.49372 -6.42315  0.065
99 H 3.21424 -4.48771 -7.23134  0.085
100 H 1.77372 -3.82933 -8.04158  0.086
101 H 0.01431 -3.76877 -4.61326  0.102
102 H 0.46630 -2.59226 -3.35221  0.093
103 H 1.71809 -3.36795 -4.28831  0.071
104 O -4.66497 4.95484 -5.29521  0.084
105 C -5.86121 4.83494 -5.47029  -0.514
106 O -6.33891 4.54009 -6.69639  -0.005
107 C -7.70892 4.21582 -6.97778  -0.233
108 C -8.53925 5.47134 -7.15096  -0.070
109 C -6.82893 5.09968 -4.35303  0.003
110 H -8.11529 3.54171 -6.21899  0.114
111 H -7.70497 3.65637 -7.91711  0.123
112 H -8.55617 6.07476 -6.24104  0.066
113 H -9.56953 5.21883 -7.41645  0.082
114 H -8.11677 6.10231 -7.93958  0.086
115 H -6.97656 6.17754 -4.25551  0.101
116 H -6.40303 4.70664 -3.42618  0.057
117 H -7.79309 4.61065 -4.47646  0.070
118 O 5.11266 -1.02343 -7.82597  0.076
119 C 5.50797 -1.32359 -8.93543  -0.511
120 O 6.20877 -2.45934 -9.11869  -0.002
121 C 6.57810 -2.98853 -10.40237  -0.229
122 C 7.84491 -2.33428 -10.91493  -0.066
123 C 5.30241 -0.39604 -10.09838  0.012
124 H 5.74793 -2.91414 -11.10982  0.116
125 H 6.76118 -4.05590 -10.25289  0.124
126 H 7.71579 -1.25986 -11.06100  0.068
127 H 8.14977 -2.77740 -11.86684  0.085
128 H 8.65774 -2.45846 -10.19216  0.087
129 H 6.06064 0.38918 -10.06745  0.102
130 H 4.31053 0.05459 -10.01045  0.097
131 H 5.32867 -0.88834 -11.06818  0.070
132 O -0.33701 -9.83459 3.57084  0.092
133 C -0.02722 -9.08059 4.47029  -0.524
134 O 1.25213 -8.67966 4.60695  -0.002
135 C 1.69328 -7.66784 5.52686  -0.233
136 C 1.91485 -8.24840 6.90802  -0.074
137 C -1.03966 -8.65466 5.49501  0.002
138 H 1.00615 -6.81692 5.53134  0.111
139 H 2.64439 -7.29423 5.13908  0.112
140 H 0.99266 -8.65393 7.33046  0.066
141 H 2.29978 -7.48565 7.58901  0.065
142 H 2.63104 -9.07502 6.86410  0.092
143 H -1.15578 -9.44967 6.23448  0.099
144 H -1.99431 -8.48782 4.98960  0.092
145 H -0.79468 -7.72231 5.99953  0.064